1.
Molecular formula: C39H33As2NRuSe
Method: DFT, ωB97M-V/def2-TZVPD

Each line ends with the Löwdin charge.
Atoms and positions in Å:
1 Ru 0.13694 -0.45311 0.37584  0.689
2 C 1.97769 1.45507 -2.07978  -0.366
3 C 1.55372 0.19736 -2.90696  -0.323
4 As -0.06973 -0.72497 -2.19540  1.219
5 C -1.57235 -0.08911 -3.07526  -0.439
6 C -1.56010 0.77585 -4.16140  -0.070
7 C -2.74994 1.47897 -4.51065  -0.050
8 C -3.90506 1.30015 -3.76636  -0.042
9 C -3.95619 0.32171 -2.70815  -0.035
10 C -2.76671 -0.32587 -2.38354  -0.147
11 C 0.02181 -2.64662 -2.45270  -0.396
12 C -0.75507 -3.35505 -3.36209  -0.093
13 C -0.58061 -4.70084 -3.48995  -0.066
14 C 0.37607 -5.38250 -2.75959  -0.043
15 C 1.13984 -4.68171 -1.83317  -0.062
16 C 0.97149 -3.31458 -1.66235  -0.156
17 As 1.12064 1.67705 -0.36046  1.229
18 C 2.44842 2.49268 0.79650  -0.377
19 C 1.99641 3.31599 1.85236  -0.092
20 C 2.88222 3.79170 2.79408  -0.058
21 C 4.22688 3.40752 2.76211  -0.035
22 C 4.60474 2.51413 1.75801  -0.054
23 C 3.74584 2.08312 0.72944  -0.116
24 C -0.34439 2.90641 -0.73663  -0.372
25 C -0.21997 3.77946 -1.81534  -0.117
26 C -1.21297 4.60563 -2.18371  -0.061
27 C -2.42631 4.65866 -1.46124  -0.011
28 C -2.54762 3.72101 -0.43927  -0.062
29 C -1.51317 2.89281 0.00589  -0.110
30 H 1.76716 2.34636 -2.63938  0.044
31 H 3.06367 1.46034 -1.92786  0.072
32 H 2.26763 -0.64272 -2.91193  0.078
33 H 1.35585 0.44551 -3.92365  0.051
34 H -0.66513 0.95726 -4.75012  0.103
35 H -2.73067 2.13899 -5.35022  0.107
36 H -4.76138 1.90549 -4.02633  0.111
37 H -4.89567 0.08169 -2.17633  0.121
38 H -2.78454 -1.07232 -1.56114  0.073
39 H -1.46512 -2.86828 -3.99240  0.106
40 H -1.27987 -5.21586 -4.14530  0.125
41 H 0.54200 -6.45651 -2.91804  0.129
42 H 1.87421 -5.23778 -1.26273  0.116
43 H 1.47354 -2.74788 -0.87812  0.051
44 H 0.95473 3.58653 1.85810  0.094
45 H 2.59365 4.47645 3.56133  0.110
46 H 4.95207 3.71912 3.50186  0.119
47 H 5.64791 2.29903 1.71456  0.104
48 H 4.14981 1.47471 -0.08194  0.102
49 H 0.68425 3.76833 -2.43914  0.104
50 H -1.10833 5.33351 -2.95212  0.113
51 H -3.21578 5.26778 -1.82856  0.110
52 H -3.46014 3.65473 0.09041  0.099
53 H -1.63230 2.24538 0.86955  0.082
54 N 4.76621 -3.65373 4.76032  0.217
55 C 4.02550 -2.92412 4.25115  -0.157
56 C 3.19250 -2.12462 3.43909  -0.199
57 C 2.06063 -1.48489 4.00416  0.023
58 C 1.14754 -0.87399 3.16961  -0.081
59 C 1.36635 -0.87966 1.80940  -0.388
60 C 2.53033 -1.43338 1.27757  -0.125
61 C 3.36509 -2.17042 2.07119  -0.008
62 H 2.07344 -1.49999 5.10621  0.144
63 H 0.20718 -0.44499 3.54386  0.103
64 H 2.76622 -1.34570 0.18396  0.113
65 H 4.21059 -2.68167 1.65487  0.134
66 Se -1.44646 -2.43546 0.81901  0.944
67 C -2.33397 -1.92846 2.37227  -0.642
68 C -2.96343 -2.98147 3.02845  -0.137
69 C -3.56923 -2.84584 4.26884  -0.026
70 C -3.65677 -1.54981 4.80506  -0.021
71 C -3.09984 -0.45921 4.12203  -0.037
72 C -2.40180 -0.61667 2.88924  -0.108
73 H -2.96394 -3.95021 2.55407  0.098
74 H -3.99622 -3.75406 4.75635  0.140
75 H -4.17640 -1.35517 5.73209  0.121
76 H -3.43507 0.51865 4.42965  0.114
77 H -2.01852 0.25405 2.39080  0.071

Its total charge is +2. The calculation puts the energy at -8527.86853 Eh. The spin multiplicity is 5. As for the gap between HOMO and LUMO (alpha / beta): 7.95 / 5.47 eV.

***

2.
Molecular formula: C27H36Li2O15S
Method: DFT, ωB97M-V/def2-TZVPD

Each line ends with the Löwdin charge.
Atoms and positions in Å:
1 Li 1.62913 -2.25871 2.30854  0.799
2 Li -0.49495 -1.80668 -2.89231  0.767
3 S -0.12070 -0.71583 -0.11838  0.225
4 O -1.39407 -0.24064 0.37115  -0.331
5 O 0.59530 -1.41562 0.90699  -0.363
6 O -0.48680 -1.57731 -1.17328  -0.392
7 O 0.62605 0.38266 -0.64678  -0.314
8 C 3.06901 -4.02335 0.63288  -0.088
9 O 3.57465 -3.12884 1.63367  -0.108
10 H 2.20109 -3.47345 0.30305  0.052
11 H 2.82336 -4.98860 1.14125  0.105
12 H 3.82396 -4.07142 -0.20702  0.122
13 H 4.41380 -3.21593 1.55072  -0.028
14 C -3.68751 0.24748 2.53627  -0.155
15 O -3.06455 -1.00142 2.16032  -0.135
16 H -3.58629 0.77611 3.49379  0.081
17 H -4.69412 0.13722 2.58827  0.032
18 H -3.63899 0.94580 1.76671  0.054
19 H -2.31941 -0.66986 1.57317  0.006
20 C 0.09415 0.90861 -4.55133  -0.189
21 O -0.05313 0.11644 -3.43641  -0.212
22 H -0.31624 0.94149 -5.50402  0.042
23 H 1.19120 0.85776 -4.97882  0.111
24 H -0.04872 2.04073 -4.17827  0.137
25 H 0.50024 0.49382 -2.63549  0.116
26 C -2.37799 -6.11898 -0.72832  0.024
27 C -3.68202 -6.52759 -0.87568  -0.007
28 C -4.69961 -5.52124 -0.86034  -0.280
29 C -4.48022 -4.17195 -0.75910  -0.014
30 C -3.12628 -3.69743 -0.88985  -0.013
31 C -2.16093 -4.65252 -0.85226  -0.331
32 O -0.89788 -4.31134 -0.98161  0.068
33 O -6.04425 -5.89535 -1.06231  0.019
34 H -1.73814 -6.95936 -0.62489  0.098
35 H -3.61309 -7.55755 -0.92750  0.088
36 H -5.22948 -3.29712 -0.75332  0.149
37 H -2.77683 -2.68869 -0.66413  0.114
38 H -0.83704 -3.42754 -1.12749  -0.023
39 H -6.58613 -5.14454 -1.02422  0.054
40 C -3.84336 2.81691 -2.23139  0.020
41 C -3.70739 4.27955 -2.31646  -0.021
42 C -2.65432 4.92643 -1.71147  -0.347
43 C -1.77019 4.12966 -0.98944  -0.032
44 C -2.01515 2.83795 -0.74096  -0.042
45 C -2.95244 2.05497 -1.39589  -0.323
46 O -3.17554 0.74539 -1.31455  0.060
47 O -2.36982 6.27756 -1.77517  0.053
48 H -4.74960 2.26402 -2.48574  0.104
49 H -4.51593 4.82149 -2.81349  0.104
50 H -0.96120 4.75936 -0.46230  0.157
51 H -1.33105 2.37530 -0.09795  0.081
52 H -2.56716 0.17930 -0.86258  0.035
53 H -2.80427 6.54630 -2.54097  0.058
54 C 4.17320 0.45511 0.15934  0.000
55 C 5.36814 0.57629 0.85025  0.019
56 C 6.53469 0.91935 0.11889  -0.314
57 C 6.44725 1.23887 -1.18936  -0.063
58 C 5.24227 1.13713 -1.89902  -0.035
59 C 4.13407 0.78514 -1.20944  -0.345
60 O 2.95091 0.66532 -1.88785  -0.025
61 O 7.74146 1.23075 0.74087  0.035
62 H 3.28681 0.09779 0.62175  0.094
63 H 5.35926 0.33651 1.81604  0.069
64 H 7.39154 1.50092 -1.86242  0.161
65 H 5.20550 1.44792 -3.05705  0.167
66 H 2.02247 0.50494 -1.39462  0.088
67 H 8.04701 1.94896 0.25241  0.051
68 C -0.20534 1.70155 4.02849  -0.010
69 C 0.11336 1.61636 2.67226  -0.004
70 C 1.27472 2.22549 2.18059  -0.282
71 C 2.14903 2.98300 3.09736  0.019
72 C 1.77786 3.05739 4.45832  -0.023
73 C 0.61808 2.39306 4.90950  -0.383
74 O 0.27359 2.41804 6.18422  0.083
75 O 1.61126 2.16626 0.86590  0.056
76 H -1.10781 1.35263 4.37362  0.083
77 H -0.62041 1.05733 1.91080  0.135
78 H 2.89574 3.39297 2.49520  0.086
79 H 2.31524 3.78099 5.20284  0.142
80 H 0.66907 3.21271 6.42821  0.063
81 H 1.36191 1.49378 0.35760  -0.056

As for the energy relative to the best compared isomer or geometry (same formula, charge and spin): 0.0 kcal/mol. The calculation puts the energy at -2592.14990 Eh. As for the gap between HOMO and LUMO: 6.72 eV.

***

3.
Molecular formula: C44H91BIN3O26S
Method: DFT, ωB97M-V/def2-TZVPD

Each line ends with the Löwdin charge.
Atoms and positions in Å:
1 C -4.66731 2.36653 -2.99372  -0.142
2 C -3.40212 1.37753 -2.59194  -0.259
3 C -3.74587 0.34859 -1.33982  -0.196
4 C -2.25668 -0.08213 -0.71265  -0.171
5 C -2.13535 0.64202 0.75253  -0.270
6 N -0.75348 0.63294 1.36507  -0.476
7 S -0.96936 0.86902 3.06307  0.822
8 C 0.20033 1.59567 0.69483  -0.235
9 C 0.48591 2.99275 1.51592  -0.159
10 C -0.84284 4.00696 1.57565  -0.133
11 C -0.42776 5.53245 1.03202  -0.204
12 O 0.75923 6.08561 1.70238  -0.077
13 C 1.61043 6.86174 0.78741  -0.275
14 C 1.10977 7.79134 -0.46746  -0.031
15 O 2.94845 6.84734 1.02988  -0.049
16 C 1.61128 0.78410 0.30138  -0.260
17 C 2.84242 1.06451 1.33203  -0.054
18 C 3.78281 2.34589 1.09596  -0.305
19 O 3.61814 3.42555 2.12555  -0.129
20 C 5.36536 1.83670 1.28384  -0.213
21 N 5.85209 0.97731 0.13590  -0.040
22 O 1.92885 0.75967 -1.11831  -0.204
23 C 1.90797 2.03471 -1.80399  -0.616
24 I 3.83929 2.14893 -2.91996  0.963
25 C 0.71100 2.15946 -2.91770  -0.216
26 C 0.82381 3.45695 -3.91652  -0.225
27 C 0.82501 2.97428 -5.51665  -0.204
28 C 2.31232 2.99619 -6.20404  -0.234
29 C 2.88705 1.53562 -6.67486  -0.291
30 N 2.27557 0.34416 -5.97303  -0.064
31 B 1.21928 -0.82849 0.61335  -0.312
32 O 1.42743 -1.43586 1.97563  -0.016
33 C 0.63511 -1.85867 -0.53949  -0.161
34 C 1.80798 -2.81380 -1.22868  -0.110
35 H -4.16961 3.36875 -3.40403  0.074
36 H -5.25918 1.86466 -3.88041  0.079
37 H -5.33872 2.66549 -2.08071  0.076
38 H -2.55472 2.10766 -2.17568  0.089
39 H -3.02011 0.73155 -3.50369  0.122
40 H -4.36036 0.95909 -0.53385  0.107
41 H -4.38377 -0.58606 -1.65796  0.115
42 H -1.38061 0.30140 -1.39429  0.086
43 H -2.22977 -1.24903 -0.53474  0.116
44 H -2.63733 1.69507 0.66458  0.108
45 H -2.82925 0.01193 1.49184  0.111
46 H -0.00540 0.13263 3.78052  -0.084
47 H -0.39075 1.94552 -0.28458  0.141
48 H 1.01572 2.86530 2.55007  0.107
49 H 1.26584 3.60181 0.84593  0.112
50 H -1.12370 4.09689 2.71046  0.117
51 H -1.71571 3.65823 0.87876  0.104
52 H -0.33958 5.43171 -0.13088  0.114
53 H -1.38052 6.20689 1.28187  0.142
54 H 1.10288 7.08053 -1.42595  0.100
55 H 1.83043 8.68597 -0.73499  0.110
56 H -0.01533 8.14160 -0.32957  0.088
57 H 3.52888 0.09322 1.33755  0.126
58 H 2.38987 1.11854 2.43470  0.156
59 H 3.75103 2.88294 0.06600  0.102
60 H 4.08294 4.23202 1.70410  0.114
61 H 5.37965 1.21332 2.27391  0.126
62 H 5.99034 2.82369 1.44706  0.129
63 H 5.29731 0.09720 0.02709  0.058
64 H 5.93900 1.50373 -0.76076  0.011
65 H 1.89599 2.99709 -1.14301  0.100
66 H -0.38492 2.16963 -2.45280  0.087
67 H 0.73518 1.18199 -3.60251  0.113
68 H -0.18974 4.07459 -3.78828  0.107
69 H 1.68607 4.20656 -3.66279  0.089
70 H 0.18242 3.80938 -6.07756  0.111
71 H 0.22820 1.97604 -5.64380  0.100
72 H 2.22506 3.65306 -7.19729  0.107
73 H 3.13158 3.56518 -5.54804  0.068
74 H 2.76138 1.35920 -7.84108  0.120
75 H 4.06119 1.47497 -6.47988  0.111
76 H 1.32301 0.10707 -6.34320  0.069
77 H 2.28874 0.42721 -4.93308  0.009
78 H 1.21902 -2.43073 1.89787  0.094
79 H 0.20223 -1.20655 -1.41931  0.088
80 H -0.24228 -2.54821 -0.13545  0.112
81 H 1.60871 -2.89853 -2.40122  0.093
82 H 2.84759 -2.28236 -1.05690  0.072
83 H 1.74043 -3.88407 -0.74463  0.079
84 C -2.57792 7.01551 -2.10828  -0.052
85 O -2.85116 6.76531 -3.48561  -0.016
86 C -3.46461 7.79104 -4.12835  -0.558
87 O -3.78268 8.86046 -3.63231  0.112
88 O -3.66275 7.42055 -5.41859  -0.011
89 C -4.30459 8.40968 -6.22113  -0.050
90 H -2.08736 6.13007 -1.69482  0.076
91 H -1.89975 7.86786 -1.99793  0.089
92 H -3.50727 7.18428 -1.55475  0.104
93 H -3.69555 9.31777 -6.27520  0.099
94 H -5.30299 8.63408 -5.83202  0.100
95 H -4.41210 8.00697 -7.23205  0.095
96 C 5.58471 -1.22545 -3.31731  -0.059
97 O 6.22366 -2.30133 -4.00180  -0.055
98 C 7.14292 -1.91097 -4.92055  -0.543
99 O 7.44523 -0.75853 -5.18772  0.121
100 O 7.66745 -3.02513 -5.49041  -0.066
101 C 8.65677 -2.76552 -6.48453  -0.035
102 H 4.87070 -1.65279 -2.60796  0.086
103 H 6.31688 -0.63609 -2.75590  0.093
104 H 5.03418 -0.59282 -4.02107  0.052
105 H 9.51171 -2.23771 -6.04984  0.101
106 H 8.22897 -2.19453 -7.31490  0.104
107 H 9.00659 -3.72630 -6.87212  0.098
108 C 3.92944 -2.54481 4.06619  -0.041
109 O 3.61652 -3.81062 4.64419  -0.025
110 C 2.75927 -3.74823 5.69432  -0.573
111 O 2.26229 -2.73254 6.15505  0.115
112 O 2.55089 -5.01181 6.14286  -0.026
113 C 1.66201 -5.10062 7.25480  -0.045
114 H 4.62135 -2.71391 3.23657  0.099
115 H 3.02718 -2.06768 3.67013  0.074
116 H 4.42188 -1.89705 4.79864  0.103
117 H 0.66915 -4.72564 6.98631  0.100
118 H 2.06389 -4.55508 8.11471  0.100
119 H 1.56877 -6.15491 7.52951  0.096
120 C -2.87780 -7.07900 1.44158  -0.050
121 O -1.85247 -6.98585 2.42866  -0.009
122 C -0.84342 -6.13735 2.10711  -0.559
123 O -0.75792 -5.48080 1.08118  0.099
124 O 0.05392 -6.14603 3.12493  0.003
125 C 1.17835 -5.29201 2.92313  -0.028
126 H -3.63166 -7.78381 1.80288  0.095
127 H -3.35895 -6.10705 1.29191  0.097
128 H -2.47276 -7.46124 0.49903  0.100
129 H 0.85944 -4.24867 2.83262  0.086
130 H 1.74554 -5.60292 2.03984  0.109
131 H 1.82928 -5.37807 3.79753  0.080
132 C 4.33285 -8.69981 -7.24004  -0.057
133 O 4.60858 -7.90158 -6.09064  -0.014
134 C 4.92482 -6.61172 -6.36954  -0.559
135 O 4.98624 -6.11285 -7.48230  0.105
136 O 5.16084 -5.97324 -5.19570  0.001
137 C 5.50774 -4.59685 -5.33582  -0.042
138 H 4.09240 -9.71071 -6.89964  0.092
139 H 3.46929 -8.30575 -7.78553  0.097
140 H 5.21122 -8.75556 -7.89114  0.097
141 H 4.69125 -4.03875 -5.80521  0.113
142 H 6.43312 -4.48866 -5.91074  0.090
143 H 5.67428 -4.18686 -4.33589  0.090
144 C -6.13544 -0.71976 7.05089  -0.047
145 O -5.49649 -1.79564 6.36640  -0.011
146 C -4.57723 -1.40528 5.44765  -0.557
147 O -4.27492 -0.25284 5.18048  0.105
148 O -4.05270 -2.51944 4.87778  -0.008
149 C -3.06338 -2.25983 3.88367  -0.051
150 H -6.84944 -1.14710 7.76023  0.085
151 H -5.40327 -0.13040 7.61229  0.101
152 H -6.68597 -0.08713 6.34713  0.100
153 H -2.20844 -1.73202 4.31836  0.078
154 H -3.49118 -1.68884 3.05330  0.084
155 H -2.71356 -3.22061 3.49607  0.091
156 C -9.74130 -2.80298 8.26220  -0.055
157 O -10.94595 -2.57216 8.99010  -0.009
158 C -10.88090 -1.53495 9.86274  -0.559
159 O -9.90945 -0.82131 10.05737  0.105
160 O -12.08408 -1.42948 10.48119  -0.010
161 C -12.16298 -0.37162 11.43467  -0.052
162 H -9.90700 -3.65376 7.59562  0.096
163 H -9.48665 -1.93119 7.65086  0.092
164 H -8.92099 -3.05334 8.94262  0.099
165 H -12.00510 0.59734 10.95027  0.099
166 H -11.43952 -0.52488 12.24193  0.099
167 H -13.16738 -0.38048 11.86687  0.094

The calculation puts the energy at -4571.97586 Eh. As for the gap between HOMO and LUMO: 8.70 eV.

***

4.
Molecular formula: C11H11ClN2O
Method: DFT, ωB97M-V/def2-TZVPD

Each line ends with the Löwdin charge.
Atoms and positions in Å:
1 C 2.97482 -0.27491 -0.76016  -0.083
2 C 2.67008 -1.69264 -0.91748  -0.091
3 C 1.79232 0.32416 -0.33344  -0.138
4 C 1.29795 -1.76409 -0.73890  -0.259
5 C -0.53352 2.19694 1.15693  -0.092
6 C 0.01269 1.34845 2.11305  -0.049
7 C -1.45328 1.75712 0.26912  0.011
8 C -0.26426 -0.02042 2.09548  -0.063
9 C -2.24494 -0.18633 -1.17759  -0.562
10 C -1.92925 0.36987 0.25475  -0.208
11 C -0.95780 -0.57786 0.95339  -0.588
12 N 0.79863 -0.63231 -0.36246  -0.091
13 N -1.22694 -0.44476 -1.98627  0.178
14 O -3.41860 -0.43176 -1.42172  0.032
15 Cl -1.40977 -2.17922 1.00707  0.876
16 H 3.94234 0.12305 -1.00575  0.078
17 H 3.40448 -2.43897 -1.22114  0.083
18 H 1.65650 1.25470 0.05131  0.054
19 H 0.63212 -2.68199 -0.59712  0.103
20 H -0.18615 3.21581 1.10159  0.117
21 H 0.47701 1.95265 2.82665  0.102
22 H -1.79221 2.37716 -0.44751  0.093
23 H 0.27840 -0.61107 2.83902  0.121
24 H -2.91690 0.35485 0.68434  0.166
25 H -0.38470 -0.42982 -1.39870  0.018
26 H -1.21900 -0.90861 -2.98444  0.193

As for the energy relative to the best compared isomer or geometry (same formula, charge and spin): 94.6 kcal/mol. The calculation puts the energy at -1070.55612 Eh. As for the gap between HOMO and LUMO (alpha / beta): 6.23 / 6.23 eV.